Computed, not measured: a structure of composition C41H101CrF6N8O16S2 at a distorted geometry, with the ωB97M-V functional and the def2-TZVPD basis.

Geometry (Å):
Cr (-3.31860, 0.26341, -1.65072)
C (0.35621, 1.90310, -0.49135)
F (1.41392, 1.66412, 0.26127)
F (0.23842, 3.18823, -0.65289)
F (0.58446, 1.29729, -1.64989)
S (-1.13582, 1.18997, 0.50292)
O (-0.72708, 0.93576, 1.84371)
O (-2.14413, 2.21880, 0.41075)
N (-1.69999, -0.14444, -0.45905)
S (-0.77590, -1.44672, -0.30031)
O (-0.85805, -2.35249, -1.43551)
O (0.59122, -1.18407, 0.08578)
C (-1.56960, -2.41764, 1.14471)
F (-0.73455, -3.27966, 1.61764)
F (-1.91133, -1.52157, 2.04732)
F (-2.64773, -3.00495, 0.64049)
C (-4.99202, 4.32321, 4.44613)
C (-4.94393, 2.98449, 3.69463)
C (-3.59187, 2.27664, 3.55980)
O (-5.88029, 2.07099, 4.32747)
H (-4.73829, 4.15385, 5.50013)
H (-6.04869, 4.58691, 4.52146)
H (-4.33621, 5.09451, 4.05498)
H (-5.34601, 3.20123, 2.69889)
H (-3.05374, 2.13078, 4.49512)
H (-3.02054, 2.67060, 2.71843)
H (-3.69272, 1.23575, 3.22664)
H (-6.04379, 2.52526, 5.16133)
C (2.01847, 5.85032, 0.50915)
C (3.12244, 5.77995, -0.53215)
C (4.23375, 6.71201, -0.10636)
O (5.35192, 6.79355, -0.97330)
C (6.50071, 7.39605, -0.40381)
N (3.57239, 4.39719, -0.73345)
H (1.89987, 6.88053, 0.84204)
H (2.24648, 5.26438, 1.40550)
H (1.14619, 5.32986, 0.11335)
H (2.63483, 6.15556, -1.43945)
H (4.54481, 6.51730, 0.93134)
H (3.87489, 7.73803, 0.06099)
H (7.29335, 6.97969, -1.02863)
H (6.74465, 7.06718, 0.60891)
H (6.58374, 8.48143, -0.47391)
H (4.51277, 4.32908, -1.09515)
H (2.94622, 3.84549, -1.29966)
C (0.70825, 0.92314, -5.01270)
C (0.02046, 0.49864, -6.33654)
C (0.50451, -0.89596, -6.71404)
O (1.90587, -0.82202, -7.01857)
C (2.47024, -2.08778, -7.26840)
N (-1.40919, 0.49371, -6.04607)
H (1.69320, 0.45479, -4.96542)
H (0.18691, 0.48096, -4.15697)
H (0.76306, 2.00364, -4.91645)
H (0.35819, 1.23884, -7.05928)
H (0.06375, -1.29325, -7.63429)
H (0.36647, -1.63203, -5.91345)
H (3.54474, -2.01954, -7.41320)
H (2.01374, -2.61435, -8.11322)
H (2.28651, -2.70266, -6.37642)
H (-1.58098, -0.17633, -5.30301)
H (-1.91018, 0.10588, -6.84460)
C (4.40172, -0.60023, 1.06566)
C (5.34035, -0.99954, -0.08632)
C (4.52604, -1.59808, -1.20746)
O (3.60147, -0.73331, -1.78711)
C (2.57195, -1.33023, -2.53476)
N (5.91391, 0.29218, -0.52705)
H (3.94753, -1.52073, 1.45669)
H (3.56143, -0.12089, 0.55535)
H (4.75827, -0.04440, 1.92576)
H (6.11181, -1.67269, 0.28093)
H (4.04905, -2.45755, -0.70615)
H (5.21980, -2.06713, -1.91499)
H (3.02080, -1.93438, -3.32851)
H (1.93930, -0.54815, -2.94834)
H (1.92801, -1.95088, -1.90804)
H (5.22052, 0.93150, -0.88899)
H (6.64181, 0.23215, -1.22842)
C (-8.69530, 1.93301, 0.46205)
O (-7.50835, 2.56078, 0.89398)
C (-6.73387, 3.07500, -0.17565)
C (-5.94856, 2.01074, -0.93403)
N (-4.67526, 1.57681, -0.34462)
C (-4.92128, 0.59773, 0.73486)
C (-5.55528, -0.71425, 0.32554)
O (-4.74799, -1.31072, -0.69492)
C (-5.09230, -2.64145, -0.99592)
H (-9.17255, 1.44388, 1.30890)
H (-8.42084, 1.09177, -0.19442)
H (-9.32470, 2.66448, -0.05020)
H (-6.10682, 3.90317, 0.16346)
H (-7.36687, 3.62733, -0.88011)
H (-5.70436, 2.53060, -1.86968)
H (-6.57410, 1.17560, -1.24331)
H (-4.15496, 2.40714, -0.07669)
H (-5.57276, 1.00465, 1.51976)
H (-4.04376, 0.41735, 1.36048)
H (-6.56088, -0.54110, -0.06732)
H (-5.57132, -1.40961, 1.16546)
H (-6.14019, -2.65637, -1.32132)
H (-5.00222, -3.30624, -0.13164)
H (-4.46650, -3.07632, -1.77375)
C (-4.78036, 10.32258, -2.78914)
O (-3.62426, 9.77462, -3.39183)
C (-3.74895, 8.44746, -3.84779)
C (-2.51698, 8.05684, -4.64036)
N (-1.24783, 8.47213, -4.04553)
C (-1.02714, 7.89797, -2.72148)
C (-0.73686, 6.41872, -2.81814)
O (0.37706, 6.26603, -3.69640)
C (1.04050, 5.02994, -3.55620)
H (-5.62826, 9.65091, -2.97454)
H (-5.02445, 11.26799, -3.26711)
H (-4.74725, 10.38435, -1.70049)
H (-4.65366, 8.37259, -4.46188)
H (-3.86898, 7.72354, -3.03007)
H (-2.62070, 8.39592, -5.67674)
H (-2.54154, 6.98713, -4.87413)
H (-1.31472, 9.48055, -3.99215)
H (-1.84955, 8.15019, -2.03918)
H (-0.17131, 8.39151, -2.25593)
H (-1.59275, 5.85510, -3.22202)
H (-0.53510, 5.85128, -1.90275)
H (1.17262, 4.65903, -2.53617)
H (2.05557, 5.22882, -3.90571)
H (0.60363, 4.26532, -4.20493)
C (5.54114, -11.82769, 3.38792)
O (5.11451, -10.51268, 3.13009)
C (3.72215, -10.33988, 3.33118)
C (2.98333, -10.59715, 2.02590)
N (1.60175, -10.09903, 1.95736)
C (1.52015, -8.69504, 1.50801)
C (0.06436, -8.23332, 1.59652)
O (-0.00467, -6.95894, 0.99024)
C (-1.31044, -6.55833, 0.66976)
H (5.12795, -12.23412, 4.32213)
H (6.62144, -11.83596, 3.51759)
H (5.21284, -12.56048, 2.64219)
H (3.55154, -9.30101, 3.63741)
H (3.30804, -10.95285, 4.13697)
H (2.94964, -11.68958, 1.93049)
H (3.47941, -10.30149, 1.10059)
H (1.25611, -10.13356, 2.91380)
H (2.05880, -8.63270, 0.56532)
H (2.10561, -8.13534, 2.25182)
H (-0.26803, -8.25653, 2.63969)
H (-0.56012, -8.97543, 1.08744)
H (-1.86021, -7.35622, 0.16041)
H (-1.26397, -5.65536, 0.05974)
H (-1.80846, -6.27709, 1.61068)
C (2.77605, -1.89615, 6.33871)
O (2.37344, -0.83298, 5.51961)
C (2.71732, -0.98680, 4.13664)
C (1.88694, -2.08632, 3.44982)
N (2.49984, -3.39067, 3.56920)
C (1.61256, -4.53280, 3.46986)
C (2.33446, -5.84614, 3.67824)
O (2.96800, -5.84897, 4.94735)
C (3.70405, -7.02171, 5.19734)
H (3.86064, -2.03423, 6.28585)
H (2.21878, -2.82362, 6.15968)
H (2.49286, -1.66907, 7.36949)
H (3.77474, -1.24479, 4.03264)
H (2.53318, -0.00866, 3.70169)
H (1.79158, -1.81265, 2.39412)
H (0.87620, -2.15975, 3.87887)
H (3.05705, -3.55688, 4.39596)
H (1.18920, -4.56867, 2.45977)
H (0.75680, -4.42395, 4.15384)
H (2.97394, -6.15707, 2.84400)
H (1.62403, -6.68642, 3.71197)
H (4.50940, -7.08526, 4.44784)
H (3.14524, -7.95604, 5.11599)
H (4.28301, -6.87949, 6.10716)

Forces on atoms 1 to 3 (eV/Å):
Cr -0.3 -0.1 1.4
C 1.6 -1.5 0.8
F -0.1 0.1 0.4

Results
frontier orbital gap (alpha / beta): 3.86 / 4.69 eV
HOMO (alpha / beta): -9.73 / -9.73 eV
LUMO (alpha / beta): -5.9 / -5.0 eV
multiplicity: 5
energy: -155214.612 eV
total charge: +1